A structure of composition C42H39N8OSW. Source: OMol25; level of theory: ωB97M-V/def2-TZVPD.

Results
2S+1: 3
HOMO-LUMO gap (spin up / spin down) (eV): 6.32 / 7.14
HOMO level (spin up / spin down) (eV): -9.3 / -10.3
Relative energy (zero: lowest compared OMol25 entry of this formula, charge and spin) (eV): 0.611
Charge: +1
Electronic energy (Eh): -2602.29927

Element x y z (Å)
W1 0.488 0.439 0.930
S1 -1.945 -2.191 -1.602
O1 0.760 3.890 -0.216
N1 7.485 0.975 3.695
N2 -4.123 -2.412 -3.190
N3 1.299 1.672 -0.625
N4 0.702 -0.558 -3.407
N5 -1.234 1.825 1.016
N6 -4.317 -0.903 -1.618
N7 2.695 1.910 -2.338
N8 -0.798 -1.301 1.399
C1 1.695 -3.140 -1.508
C2 2.090 1.071 -1.523
C3 -3.237 3.958 -1.245
C4 -1.869 2.303 -0.107
C5 3.289 -0.692 1.999
C6 -1.022 2.158 4.652
C7 -3.501 -3.277 -4.166
C8 -5.387 -1.737 -3.476
C9 5.089 0.710 2.759
C10 2.259 3.267 -2.041
C11 6.420 0.857 3.279
C12 1.336 3.051 -0.853
C13 0.179 -4.349 3.285
C14 2.226 -0.418 -1.489
C15 1.268 -2.346 -0.348
C16 -3.109 3.265 -2.417
C17 1.402 -4.283 1.221
C18 0.145 0.726 3.043
C19 0.809 -3.071 0.861
C20 -0.440 -3.158 2.943
C21 4.314 1.837 2.491
C22 -0.460 1.456 5.700
C23 -2.139 3.636 2.288
C24 -2.726 4.158 1.180
C25 -2.371 2.065 -2.448
C26 -0.737 1.787 3.335
C27 2.483 0.417 1.718
C28 0.691 0.037 4.128
C29 0.388 0.386 5.434
C30 1.995 -2.568 -2.674
C31 1.959 -1.071 -2.850
C32 -2.623 3.486 -0.065
C33 4.567 -0.558 2.519
C34 3.641 1.606 -3.397
C35 -5.670 -1.022 -2.156
C36 -3.498 -1.839 -2.153
C37 3.034 1.679 1.987
C38 -0.125 -2.533 1.747
C39 1.098 -4.915 2.416
C40 -1.388 2.438 2.187
C41 1.376 -0.995 -0.357
C42 -1.764 1.588 -1.317
H1 -0.063 -4.831 4.222
H2 1.664 -4.220 -1.439
H3 -2.283 1.508 -3.372
H4 3.096 3.911 -1.772
H5 2.147 -4.720 0.571
H6 0.827 -0.169 6.254
H7 -1.168 -2.707 3.608
H8 -3.808 4.877 -1.204
H9 -5.254 -1.030 -4.302
H10 -4.127 -0.561 -0.693
H11 -1.345 -1.472 0.539
H12 2.201 -3.172 -3.550
H13 -3.576 3.632 -3.321
H14 0.624 -0.826 -4.382
H15 2.754 -0.790 -3.540
H16 2.912 -1.692 1.816
H17 -2.213 4.137 3.240
H18 3.274 -0.625 -1.218
H19 -6.160 -2.453 -3.750
H20 4.266 0.765 -3.107
H21 4.713 2.822 2.691
H22 -3.250 -2.720 -5.073
H23 -3.281 5.087 1.236
H24 1.383 -0.778 3.951
H25 1.589 -5.844 2.671
H26 -1.694 2.978 4.866
H27 1.714 3.708 -2.877
H28 -6.134 -0.048 -2.295
H29 -1.448 -1.064 2.143
H30 2.440 2.576 1.825
H31 -0.088 -0.992 -2.931
H32 5.167 -1.433 2.735
H33 -0.682 1.736 6.721
H34 4.283 2.473 -3.537
H35 3.126 1.388 -4.332
H36 -1.226 0.646 -1.353
H37 -6.298 -1.632 -1.502
H38 -4.184 -4.085 -4.426
H39 -2.594 -3.693 -3.737

Forces on atoms 1 to 2 (eV/Å):
W 0.054 -0.015 -0.035
S -0.073 -0.012 -0.040



A structure of composition C42H41AsCuIN2P2S. Source: OMol25; level of theory: ωB97M-V/def2-TZVPD.

Results
2S+1: 2
HOMO-LUMO gap (spin up / spin down) (eV): 7.83 / 7.29
HOMO level (spin up / spin down) (eV): -10.2 / -10.6
Relative energy (zero: lowest compared OMol25 entry of this formula, charge and spin) (eV): 0.000
Charge: +1
Electronic energy (Eh): -6989.27959

Element x y z (Å)
I1 -2.819 -1.039 2.636
As1 0.145 -1.460 -0.078
Cu1 0.235 0.914 0.447
S1 1.540 1.114 4.728
P1 0.320 3.106 -0.478
P2 0.157 0.647 -3.057
N1 -2.406 0.705 0.291
N2 0.241 1.535 2.553
C1 -0.752 -3.866 1.370
C2 -1.054 4.287 -0.714
C3 1.417 1.204 3.008
C4 -2.333 -3.521 -3.475
C5 3.863 0.972 2.498
C6 -0.747 -4.751 2.441
C7 -1.015 -2.260 -1.397
C8 3.244 0.815 -0.207
C9 3.440 -3.752 -2.520
C10 2.536 0.984 2.073
C11 1.497 0.010 -4.140
C12 -2.146 2.361 5.854
C13 -2.666 2.614 4.577
C14 1.184 -3.031 -2.106
C15 0.871 -2.499 2.504
C16 -3.055 -2.787 -2.541
C17 -0.952 -3.625 -3.374
C18 2.208 0.892 0.711
C19 0.372 2.479 -3.246
C20 0.870 -3.381 3.576
C21 -0.643 1.821 3.594
C22 4.572 0.824 0.210
C23 -2.798 1.403 -0.789
C24 1.636 -2.296 -1.010
C25 -2.393 -2.148 -1.500
C26 -5.086 1.310 -0.159
C27 4.883 0.892 1.562
C28 -4.112 1.729 -1.054
C29 -0.281 -2.994 -2.331
C30 -3.360 0.266 1.104
C31 0.060 -2.740 1.399
C32 -0.114 1.620 4.866
C33 -1.925 2.350 3.446
C34 2.971 -2.317 -0.642
C35 -1.274 0.399 -4.181
C36 -4.709 0.553 0.936
C37 0.059 -4.508 3.546
C38 2.096 -3.757 -2.865
C39 1.448 4.077 0.572
C40 -0.864 1.872 6.014
C41 1.135 3.182 -2.118
C42 3.876 -3.045 -1.405
H1 1.663 5.041 0.110
H2 -2.159 0.898 -3.781
H3 -2.010 1.680 -1.479
H4 0.874 2.671 -4.199
H5 -0.645 5.280 -0.900
H6 3.029 0.714 -1.263
H7 -1.677 4.320 0.181
H8 2.452 -0.039 -3.618
H9 -6.130 1.547 -0.324
H10 -3.663 3.024 4.481
H11 3.316 -1.784 0.234
H12 2.378 3.530 0.725
H13 -1.391 -4.061 0.517
H14 1.504 -3.188 4.433
H15 -1.495 -0.667 -4.248
H16 4.102 1.056 3.553
H17 1.764 -4.336 -3.719
H18 -2.316 2.542 2.453
H19 0.982 4.241 1.545
H20 4.147 -4.318 -3.112
H21 1.607 0.610 -5.045
H22 -2.958 -1.578 -0.777
H23 -0.451 1.709 7.002
H24 -5.436 0.172 1.638
H25 4.923 -3.064 -1.125
H26 2.140 2.771 -1.994
H27 1.237 -1.011 -4.423
H28 -1.686 4.003 -1.555
H29 5.368 0.765 -0.524
H30 -4.131 -2.711 -2.624
H31 -2.748 2.574 6.727
H32 -1.377 -5.632 2.412
H33 -0.630 2.909 -3.341
H34 1.255 4.242 -2.360
H35 0.057 -5.197 4.382
H36 5.915 0.894 1.885
H37 -1.073 0.785 -5.184
H38 1.513 -1.624 2.533
H39 -4.366 2.291 -1.943
H40 -2.849 -4.018 -4.288
H41 -0.403 -4.199 -4.110

Forces on atoms 1 to 2 (eV/Å):
I 0.051 0.028 0.098
As 0.291 -0.589 0.154



A structure of composition C42H41AsF7O12Sn in a non-equilibrium geometry. Source: OMol25; level of theory: ωB97M-V/def2-TZVPD.

Results
HOMO-LUMO gap (eV): 2.58
HOMO level (eV): -9.2
Relative energy (zero: lowest compared OMol25 entry of this formula, charge and spin) (eV): 0.000
Charge: +1
Electronic energy (Eh): -5676.86796

Element x y z (Å)
Sn1 -0.074 4.118 0.898
As1 0.612 -0.347 0.806
F1 0.804 -0.128 -0.915
F2 -2.418 -4.779 3.464
F3 -0.228 1.216 0.797
F4 2.112 0.435 1.105
F5 -0.958 -0.988 0.411
F6 1.361 -1.910 0.698
F7 0.268 -0.552 2.460
O1 3.923 -1.912 -0.239
O2 6.327 3.574 -2.966
O3 2.269 2.738 1.852
O4 -1.895 -7.821 0.590
O5 3.384 -6.360 -3.491
O6 -2.499 2.530 0.658
O7 -5.001 2.993 5.557
O8 1.221 2.408 -1.280
O9 -1.622 3.389 -1.933
O10 -2.689 -0.860 -5.317
O11 5.898 6.767 2.954
O12 -2.881 -2.648 -1.011
C1 -4.462 3.055 1.950
C2 4.214 4.304 -2.201
C3 3.446 -5.220 -2.746
C4 3.694 -2.959 -1.100
C5 -1.866 1.011 -2.265
C6 -3.136 2.670 1.858
C7 3.060 -4.105 -0.636
C8 4.971 5.809 2.730
C9 2.959 -5.222 -1.451
C10 -1.228 -5.556 0.413
C11 -3.104 -3.758 2.917
C12 4.206 -2.962 -2.375
C13 -2.480 0.164 -4.442
C14 -2.658 -3.951 -0.584
C15 3.312 1.706 -2.146
C16 5.238 4.876 1.729
C17 -2.600 1.473 -4.901
C18 -3.268 -1.464 2.188
C19 4.589 1.977 -2.607
C20 -1.480 -4.225 0.132
C21 -5.092 -3.026 1.770
C22 3.202 3.711 2.194
C23 -2.519 -2.517 2.720
C24 4.383 3.831 1.459
C25 -4.338 -4.038 2.346
C26 -2.458 2.359 3.029
C27 4.054 -4.072 -3.202
C28 -2.324 2.527 -4.054
C29 -4.388 2.871 4.334
C30 5.036 3.297 -2.643
C31 2.932 4.021 -1.746
C32 3.814 5.638 3.489
C33 -1.877 2.294 -2.756
C34 -3.067 2.464 4.274
C35 2.501 2.718 -1.661
C36 -2.162 -6.550 0.144
C37 -2.182 -0.052 -3.101
C38 -5.113 3.154 3.172
C39 -3.344 -6.244 -0.498
C40 -3.567 -4.928 -0.908
C41 -4.531 -1.755 1.677
C42 2.911 4.636 3.187
H1 -1.437 2.012 2.858
H2 -1.502 -2.298 3.025
H3 2.262 4.853 -1.541
H4 -6.070 -3.185 1.338
H5 -2.604 -2.050 -0.306
H6 6.119 4.952 1.102
H7 -0.283 -5.846 0.861
H8 -4.120 -6.999 -0.571
H9 2.626 1.837 1.783
H10 -5.059 3.387 1.104
H11 5.789 7.082 3.860
H12 3.203 -1.834 0.407
H13 -0.734 -3.469 0.324
H14 -5.949 2.872 5.433
H15 -2.635 -8.388 0.350
H16 -4.444 -4.612 -1.457
H17 4.474 5.336 -2.397
H18 -2.890 -0.455 2.134
H19 -2.410 2.304 5.118
H20 3.569 -6.157 -4.413
H21 -1.760 4.215 -2.406
H22 2.622 -6.191 -1.098
H23 5.109 1.093 -2.957
H24 4.591 3.143 0.649
H25 6.773 2.733 -3.113
H26 4.723 -2.068 -2.700
H27 -6.141 3.485 3.210
H28 -3.079 2.426 -0.109
H29 2.982 0.672 -2.141
H30 -4.709 -5.056 2.351
H31 1.052 1.451 -1.387
H32 2.736 -4.293 0.381
H33 -2.098 -1.604 -5.168
H34 -2.745 1.621 -5.963
H35 -5.123 -0.956 1.237
H36 3.656 6.410 4.239
H37 -1.617 0.774 -1.242
H38 2.022 4.498 3.797
H39 -2.267 3.502 -4.530
H40 -2.348 -1.035 -2.668
H41 4.520 -3.988 -4.180

Forces on atoms 1 to 2 (eV/Å):
Sn 0.502 -3.322 -0.877
As -1.784 -1.451 -0.949



A structure of composition C42H41BrFeGeN8O in a non-equilibrium geometry. Source: OMol25; level of theory: ωB97M-V/def2-TZVPD.

Results
2S+1: 2
HOMO-LUMO gap (spin up / spin down) (eV): 4.42 / 4.43
HOMO level (spin up / spin down) (eV): -15.3 / -15.3
Relative energy (zero: lowest compared OMol25 entry of this formula, charge and spin) (eV): 3.061
Charge: +3
Electronic energy (Eh): -8052.06018

Element x y z (Å)
Br1 -2.219 -3.175 6.005
Ge1 0.144 -1.795 -0.397
Fe1 -0.957 1.224 0.246
O1 -0.196 0.678 1.851
N1 -0.802 0.689 -2.000
N2 -2.210 2.672 -0.737
N3 7.654 2.587 -1.342
N4 -0.585 3.025 1.368
N5 -2.749 0.622 0.763
N6 0.362 4.817 3.243
N7 -0.068 -0.327 -4.481
N8 0.871 1.787 -0.335
C1 0.731 3.267 1.484
C2 -1.863 3.749 -1.408
C3 -1.714 0.251 -2.858
C4 -5.089 0.576 -0.133
C5 0.845 0.125 -3.629
C6 2.932 2.760 0.318
C7 -3.500 2.254 -0.797
C8 -4.064 4.059 -2.285
C9 -6.062 1.211 -0.936
C10 -1.213 -3.124 -0.830
C11 -0.930 4.580 3.105
C12 -1.418 3.675 2.160
C13 1.584 -2.067 0.893
C14 3.896 -4.290 -1.343
C15 2.653 -3.876 -0.570
C16 1.569 2.572 0.491
C17 2.864 -2.594 0.230
C18 -3.826 1.106 -0.041
C19 0.144 -0.618 3.761
C20 -1.633 -1.973 4.688
C21 3.574 2.133 -0.750
C22 -5.775 2.352 -1.633
C23 -2.027 -0.663 2.692
C24 1.192 4.170 2.432
C25 2.809 1.386 -1.651
C26 5.629 3.534 -0.760
C27 -2.767 4.488 -2.190
C28 0.494 0.634 -2.377
C29 -1.337 -0.258 -4.103
C30 -1.229 -4.215 0.250
C31 -0.694 -0.196 2.714
C32 -0.312 -1.496 4.716
C33 7.173 1.383 -1.553
C34 -4.470 2.900 -1.583
C35 -2.363 -6.320 1.055
C36 5.799 1.212 -1.361
C37 -2.484 -1.538 3.701
C38 1.448 1.255 -1.427
C39 7.005 3.667 -0.971
C40 -2.998 -0.168 1.760
C41 5.029 2.297 -0.959
C42 -2.286 -5.280 -0.053
H1 -2.048 -5.759 -1.005
H2 -0.247 -4.692 0.312
H3 1.169 -2.790 1.607
H4 -4.784 4.597 -2.890
H5 1.740 -1.123 1.417
H6 1.153 -0.232 3.806
H7 3.608 -2.774 1.008
H8 3.760 -5.249 -1.838
H9 -2.753 0.293 -2.556
H10 1.875 0.074 -3.957
H11 1.815 -3.747 -1.280
H12 -2.618 -5.863 2.012
H13 -3.259 -4.797 -0.185
H14 -2.476 3.470 2.056
H15 -0.978 -3.558 -1.807
H16 0.348 -1.815 5.511
H17 7.849 0.592 -1.849
H18 -3.118 -7.071 0.834
H19 -7.053 0.781 -0.985
H20 -3.514 -1.869 3.683
H21 -0.825 4.054 -1.338
H22 -2.167 -2.603 -0.930
H23 5.058 4.412 -0.480
H24 5.370 0.225 -1.504
H25 -1.409 -6.835 1.177
H26 -1.425 -3.778 1.237
H27 -4.030 -0.452 1.948
H28 -2.084 -0.620 -4.800
H29 3.264 0.959 -2.533
H30 2.348 -4.677 0.109
H31 7.550 4.595 -0.857
H32 3.288 -1.826 -0.426
H33 2.246 4.382 2.554
H34 -6.533 2.840 -2.231
H35 4.752 -4.384 -0.675
H36 -5.369 -0.324 0.397
H37 -0.657 -0.467 0.071
H38 -2.426 5.371 -2.708
H39 -1.608 5.112 3.760
H40 4.145 -3.555 -2.110
H41 3.485 3.378 1.010

Forces on atoms 1 to 2 (eV/Å):
Br -0.010 0.018 -0.018
Ge -1.391 -0.177 2.184



A structure of composition C42H41N8O3S2ScSeSi. Source: OMol25; level of theory: ωB97M-V/def2-TZVPD.

Results
HOMO-LUMO gap (eV): 6.02
HOMO level (eV): -2.1
Relative energy (zero: lowest compared OMol25 entry of this formula, charge and spin) (eV): 0.041
Charge: -2
Electronic energy (Eh): -6537.29320

Element x y z (Å)
Se1 2.500 0.530 1.156
Sc1 0.589 -0.976 -0.204
S1 2.564 -2.790 -0.836
S2 4.684 -1.359 -2.500
Si1 -0.512 -3.191 -2.629
O1 -1.625 -0.686 3.650
O2 -0.683 -0.177 1.300
O3 0.184 -2.644 1.144
N1 0.414 0.804 -3.479
N2 -0.844 -1.770 -1.689
N3 -1.949 -3.287 0.794
N4 2.499 -0.286 -1.629
N5 1.579 -4.959 3.605
N6 -0.939 1.927 0.408
N7 -2.626 -6.029 2.831
N8 -0.429 1.366 -0.752
C1 -0.122 -4.711 -1.594
C2 -2.269 -0.656 -3.354
C3 1.885 3.442 2.103
C4 0.284 1.452 -5.778
C5 -4.155 0.691 -2.687
C6 0.860 -2.911 -3.907
C7 -3.340 0.157 -3.678
C8 -2.459 1.108 4.895
C9 -0.804 2.760 -4.112
C10 -2.059 -3.746 -3.569
C11 1.735 -1.387 3.734
C12 1.204 2.805 4.415
C13 0.414 2.348 6.766
C14 -0.630 -4.474 2.385
C15 4.441 0.341 -2.787
C16 0.716 0.619 -4.756
C17 2.878 2.088 -2.205
C18 -1.605 1.529 2.669
C19 5.268 1.255 -3.428
C20 0.922 1.895 5.423
C21 1.572 0.099 3.910
C22 3.150 -1.421 -1.631
C23 -2.760 2.445 5.042
C24 1.846 1.033 2.893
C25 -2.488 3.346 4.014
C26 -1.954 -0.986 -2.019
C27 -3.877 0.375 -1.363
C28 0.593 -4.715 3.054
C29 -2.816 -0.452 -1.035
C30 3.227 0.738 -2.206
C31 1.114 0.549 5.145
C32 -0.762 -3.433 1.422
C33 -1.920 2.878 2.845
C34 -0.670 2.121 -1.754
C35 3.705 2.997 -2.838
C36 -1.878 0.630 3.715
C37 -0.499 2.545 -5.443
C38 -1.720 -5.336 2.626
C39 -1.023 1.067 1.382
C40 1.653 2.399 3.163
C41 4.886 2.586 -3.462
C42 -0.327 1.862 -3.155
H1 6.201 0.935 -3.877
H2 1.036 3.864 4.594
H3 0.484 -4.507 -0.715
H4 -4.487 0.784 -0.565
H5 -2.941 -3.718 -2.922
H6 1.405 -2.001 -3.646
H7 1.968 -1.663 2.713
H8 1.336 -0.245 -4.978
H9 -1.415 3.598 -3.804
H10 -4.984 1.341 -2.942
H11 1.682 4.440 2.501
H12 0.428 -5.421 -2.220
H13 -0.441 1.747 7.085
H14 -1.615 -1.016 -4.140
H15 1.581 -3.731 -3.905
H16 -1.696 3.549 2.026
H17 -2.648 0.390 5.684
H18 -2.699 -3.931 0.973
H19 2.910 3.408 1.729
H20 5.521 3.315 -3.951
H21 3.438 4.047 -2.836
H22 -2.714 4.399 4.129
H23 -1.949 -2.714 -0.038
H24 -2.280 -3.161 -4.462
H25 1.987 2.397 -1.679
H26 -3.526 0.397 -4.720
H27 0.464 -2.797 -4.922
H28 0.562 1.247 -6.804
H29 -1.043 -5.197 -1.261
H30 1.184 2.263 7.538
H31 0.877 -0.192 5.905
H32 -1.208 3.048 -1.559
H33 0.823 -1.909 4.031
H34 1.233 3.263 1.244
H35 -3.201 2.794 5.969
H36 -2.599 -0.649 0.005
H37 -1.907 -4.787 -3.877
H38 -0.862 3.223 -6.207
H39 -1.158 -0.838 2.794
H40 0.090 3.391 6.728
H41 2.539 -1.769 4.371

Forces on atoms 1 to 2 (eV/Å):
Se -0.100 -0.090 0.131
Sc 0.179 0.185 0.238



What is the formula in the first record? C42H39N8OSW



The highest electronic energy belongs to which entry? C42H39N8OSW